This record from the OMol25 dataset describes a structure of composition C29H31N8O3RuS3. The level of theory is ωB97M-V/def2-TZVPD.

```
75
Properties=species:S:1:pos:R:3:forces:R:3:lowdin_charge:R:1
Ru -0.0347 -0.2368 -0.0626 -0.078 -0.200 -0.583 1.47
C -0.9720 5.2350 0.0476 -0.047 -0.004 -0.044 0.03
C -2.1198 4.7228 0.6231 0.121 -0.022 -0.060 -0.02
C -2.3123 3.3690 0.9226 -0.025 0.087 -0.013 0.04
C -1.2734 2.4350 0.6483 -0.104 0.127 0.061 -0.21
C 0.0044 2.9069 0.0854 -0.095 0.125 -0.107 -0.17
C 0.2284 4.3981 -0.2193 0.035 0.029 -0.013 -0.21
N -1.4077 1.1300 0.5994 -0.152 -0.121 0.104 -0.11
N -2.7183 0.6625 0.6628 0.151 -0.136 -0.047 0.11
C -2.8376 -0.4249 -0.0575 0.057 0.054 0.070 -0.36
C -4.1148 -1.0558 -0.1324 0.024 -0.115 -0.138 0.03
C -4.2506 -2.2431 -0.8548 -0.059 0.005 0.006 -0.06
C -3.1765 -2.8304 -1.4499 0.022 0.016 -0.017 0.00
C -1.8084 -2.2258 -1.4117 -0.057 -0.077 0.212 -0.30
N -1.7287 -0.9320 -0.7285 0.073 0.049 0.339 -0.06
H -0.9155 6.2925 -0.1899 -0.043 -0.084 0.029 0.13
H -2.9400 5.3994 0.8365 0.072 -0.004 -0.049 0.13
H -3.2603 3.0207 1.3081 0.099 -0.030 -0.004 0.12
H 0.8596 2.4312 0.5504 0.157 -0.088 0.023 0.13
H 1.1025 4.8346 0.2679 -0.022 0.014 0.026 0.15
H -4.9404 -0.5872 0.3840 0.057 -0.014 -0.042 0.12
H -5.2223 -2.7171 -0.9257 0.050 0.031 -0.002 0.13
H -3.2667 -3.7602 -1.9982 0.010 0.058 0.042 0.13
H -1.4668 -2.0865 -2.4380 0.036 0.082 -0.167 0.16
S 2.2232 3.6958 -2.2093 -0.005 -0.099 0.040 1.03
C 0.5003 4.0200 -1.7245 -0.009 -0.013 0.058 -0.40
C -0.0551 2.6075 -1.4396 0.149 0.005 -0.017 -0.30
N 0.8178 1.5124 -1.8073 0.063 0.048 0.057 -0.02
C 1.9534 1.9639 -2.1705 0.038 0.055 0.081 -0.44
H 0.0095 4.6307 -2.4767 -0.005 -0.006 -0.030 0.12
H -1.0625 2.4275 -1.8050 -0.107 0.040 -0.015 0.16
H 2.7818 1.3112 -2.4409 -0.101 0.098 0.025 0.09
O 1.7768 0.3514 0.9398 -0.180 -0.209 0.146 -0.11
C 2.3062 -0.3670 1.8234 -0.056 0.190 -0.051 -0.46
C 3.6656 -0.0742 2.3387 0.049 0.083 0.043 -0.07
C 3.4101 0.8649 3.5573 -0.083 -0.064 0.003 -0.15
C 2.3404 0.4164 4.5761 0.003 -0.011 -0.067 -0.17
C 0.8715 0.4702 4.0997 0.163 -0.065 -0.060 -0.15
C 0.4272 -0.7451 3.2682 0.201 0.192 0.097 -0.16
N 1.5906 -1.2818 2.5068 -0.217 0.054 -0.039 0.09
H 4.2830 0.4254 1.5965 0.025 -0.016 -0.012 0.13
H 4.1549 -0.9937 2.6668 -0.006 0.026 0.011 0.14
H 3.1374 1.8518 3.1746 0.003 -0.011 -0.009 0.12
H 4.3620 0.9790 4.0746 0.007 0.009 0.000 0.12
H 2.4302 1.0878 5.4284 0.030 0.019 0.043 0.12
H 2.5823 -0.5797 4.9648 -0.019 0.025 0.003 0.12
H 0.7311 1.3855 3.5143 -0.004 -0.008 0.010 0.11
H 0.2145 0.5562 4.9659 -0.010 -0.001 -0.028 0.12
H -0.3823 -0.4878 2.5929 -0.055 0.000 -0.012 0.06
H 0.0626 -1.5583 3.8892 0.025 -0.048 -0.008 0.13
H 2.1740 -1.8593 3.0931 0.015 -0.052 0.072 0.14
N -5.4969 -7.2266 1.2435 0.210 0.180 -0.058 0.15
C -4.4490 -6.3752 1.1408 -0.148 -0.140 0.019 -0.29
C -4.4715 -5.1297 1.7955 -0.123 0.050 0.067 -0.01
C -3.4104 -4.2643 1.6910 -0.057 0.105 0.098 -0.06
C -2.3036 -4.6297 0.9323 0.195 -0.072 -0.173 -0.34
C -2.2524 -5.8661 0.2738 -0.071 0.037 0.121 -0.05
C -3.3171 -6.7243 0.3718 0.018 -0.063 -0.053 0.00
S -0.9368 -3.5966 0.8317 0.118 -0.241 -0.326 0.71
O 0.2870 -4.2939 1.0899 -0.095 0.107 -0.098 -0.26
O -1.1941 -2.3556 1.5206 -0.099 -0.002 0.063 -0.31
N -0.8218 -3.2089 -0.8653 0.235 0.182 0.275 -0.13
C 0.5148 -2.9189 -1.2021 0.049 -0.119 0.086 -0.67
S 1.5604 -4.0706 -1.8717 -0.072 -0.101 -0.089 1.19
C 2.8442 -2.9425 -1.8499 0.074 -0.106 -0.005 -0.32
C 2.4262 -1.7661 -1.3363 -0.318 0.187 -0.063 -0.20
N 1.0914 -1.7546 -0.9746 0.060 0.079 0.101 -0.08
H -6.2857 -7.0116 1.8236 -0.034 0.018 0.050 0.11
H -5.4622 -8.1380 0.8288 0.000 -0.081 -0.034 0.11
H -5.3332 -4.8588 2.3955 0.055 -0.021 -0.034 0.12
H -3.4291 -3.3060 2.1992 0.006 -0.097 -0.060 0.12
H -1.3747 -6.1474 -0.2970 -0.057 0.014 0.029 0.12
H -3.2886 -7.6860 -0.1285 0.000 0.068 0.034 0.12
H 3.8302 -3.1960 -2.2122 -0.104 0.014 0.047 0.09
H 3.0198 -0.8733 -1.2148 -0.040 -0.018 0.041 0.11
```
Positions in Å, forces in eV/Å.

Properties
HOMO (alpha / beta) = -0.4620 / -0.4715 Ha
energy above the lowest of the compared OMol25 structures with the same formula, charge and spin = 96.8 kJ/mol
multiplicity = 6
total charge = +2
LUMO energy (alpha / beta) = -4.9 / -7.6 eV
M = 736.89 g mol⁻¹
gap between HOMO and LUMO (alpha / beta) = 7.6259 / 5.1813 eV
<S²> = 8.83
total energy = -3076.293849 Ha